Record 1
Formula: C4H6O2
Source: the OMol25 dataset
Level of theory: the ωB97M-V functional and the def2-TZVPD basis

The geometry in XYZ format:
```
12
Properties=species:S:1:pos:R:3:forces:R:3:nbo_charge:R:1
O 0.0631 0.2814 -0.6802 -0.49 0.10 -0.40 -0.512
O 1.9948 -0.2457 1.2361 -0.30 0.86 0.13 -0.534
C 1.6602 0.7283 0.6036 0.12 0.08 0.45 0.423
C -0.4579 -0.8906 -0.1694 -0.43 -0.17 -0.23 0.094
C 0.2200 1.2311 0.3773 0.29 -0.09 -0.06 -0.177
C -1.5119 -1.3494 -0.8110 -0.06 -0.14 -0.03 -0.450
H 2.3451 1.1967 -0.1306 0.06 0.02 0.19 0.119
H -2.0539 -2.2266 -0.5033 0.06 -0.18 -0.07 0.211
H -1.8079 -0.7727 -1.6786 -0.33 -0.22 0.01 0.210
H -0.6124 1.1200 1.0919 0.81 -0.13 0.24 0.203
H 0.1388 2.2377 -0.0544 0.39 -0.29 0.08 0.202
H 0.0220 -1.3103 0.7186 -0.12 0.17 -0.32 0.211
```
Forces are in eV/Å.

ΔE to the lowest compared entry with this formula, charge and spin (kJ/mol): 256.6
E_HOMO (eV): -9.54
DFT total energy (Ha): -306.408563
Lowest unoccupied orbital energy (eV): 0.981
SMILES: C=COCC=O
Total charge: 0
M (g/mol): 86.1

Record 2
Formula: C31H66As2BBrCoF2GeNOSeSi
Source: the OMol25 dataset
Level of theory: the ωB97M-V functional and the def2-TZVPD basis

The geometry in XYZ format:
```
109
Properties=species:S:1:pos:R:3:forces:R:3:mulliken_charge:R:1
Br -2.1106 -2.1451 0.2616 0.00 0.07 -0.03 0.285
Se 2.5208 1.3912 -0.3133 0.13 0.21 0.06 0.310
As 0.0816 0.3164 2.4502 0.10 0.33 -0.32 0.910
As 1.6729 -1.8153 0.6096 -0.05 0.26 0.09 1.184
Ge 2.3948 4.6730 0.8779 0.01 0.02 -0.10 0.667
Co 0.2721 0.2635 0.0943 0.05 -0.89 0.25 0.169
Si -3.8078 -3.6573 -0.0779 -0.01 -0.02 -0.03 -2.080
F -1.9038 2.0874 0.8843 -0.06 0.08 -0.08 -0.090
F -1.0052 2.6469 -1.0796 -0.02 -0.09 -0.09 -0.197
O 0.4279 -0.2134 -1.8669 -0.26 0.22 0.04 0.181
N 0.1129 -0.4526 -4.0706 -0.02 -0.04 -0.01 0.388
C -0.3527 -0.1979 -2.8438 0.05 -0.01 0.02 0.200
C 3.9507 5.8500 0.7537 -0.03 -0.01 0.01 -1.266
C -2.7945 -5.5697 1.7760 0.00 0.00 0.01 -1.902
C 1.5290 -0.7033 -4.3015 0.00 0.00 0.00 -1.013
C -4.9828 -1.4479 -1.5162 0.00 0.01 0.02 -1.893
C 3.6540 -1.8651 2.7930 -0.02 -0.02 0.00 -0.582
C 2.4485 -1.3442 2.3336 -0.06 0.02 0.00 0.642
C 2.3183 2.3153 -2.0138 -0.05 0.02 0.01 -1.100
C -0.7420 -0.4151 -5.2519 0.00 0.01 0.00 -0.956
C 1.6828 -0.5307 3.1727 0.01 0.00 -0.02 -0.196
C 1.1125 5.0939 -0.5362 0.03 -0.05 0.04 -0.842
C -5.8758 -1.8860 0.7358 -0.01 0.01 0.00 -1.994
C -1.3827 -0.4511 3.4597 0.03 -0.06 -0.03 -1.274
C -3.2823 -4.0155 -2.8630 -0.01 0.01 -0.01 -2.079
C -1.8198 0.0764 -2.6980 0.01 -0.02 -0.01 -0.628
C 2.1135 -0.2844 4.4740 -0.01 0.01 -0.01 -0.881
C -3.9187 -3.6373 2.8028 0.00 0.01 0.00 -1.857
C 3.3105 -0.8157 4.9276 0.01 -0.01 0.01 -0.792
C -3.1728 -4.7540 -1.5213 -0.01 0.02 0.01 2.732
C 3.2154 -2.2940 -0.4726 -0.02 0.02 0.01 -1.481
C -5.3233 -2.5711 -0.5239 0.01 -0.02 0.02 2.605
C -1.6928 -5.1388 -1.3655 0.01 0.00 0.00 -1.524
C 0.1877 2.0793 3.2458 0.00 -0.20 0.01 -1.133
C -6.4410 -3.4336 -1.1353 -0.01 0.00 -0.01 -1.747
C -5.2766 -5.3791 1.6514 -0.01 -0.01 0.00 -1.743
C -4.0087 -6.0420 -1.6185 0.00 -0.01 -0.01 -1.818
C 3.1911 2.8377 0.8153 -0.08 0.08 -0.02 -1.267
C 1.0386 -3.5952 1.0988 -0.01 0.03 -0.10 -1.193
C -3.9602 -4.5854 1.5939 0.02 0.01 -0.01 2.583
C 1.4927 4.9811 2.5856 -0.06 0.13 -0.01 -1.245
C 4.0885 -1.5937 4.0811 0.02 0.01 0.01 -0.809
B -0.9670 1.7883 -0.0413 0.12 -0.15 0.23 0.502
H 5.0314 -1.9953 4.4285 0.00 0.00 0.00 0.427
H -1.4136 -5.7902 -2.1998 0.00 0.00 0.00 0.555
H -6.1580 -3.8549 -2.1004 -0.01 0.00 0.01 0.318
H -1.0494 -4.2575 -1.4007 -0.01 0.00 -0.01 0.018
H 1.5214 0.3285 5.1427 0.00 0.01 -0.01 0.345
H -1.4793 -5.6771 -0.4447 0.00 0.01 -0.01 0.327
H -2.3982 -0.7983 -2.9967 0.00 0.00 -0.02 0.132
H -3.6952 -6.6056 -2.5027 0.00 0.00 0.00 0.528
H 4.6659 5.6299 1.5471 0.00 0.00 0.00 0.382
H 2.9281 3.2129 -1.9872 0.05 0.03 0.00 0.513
H -1.6843 -0.9283 -5.0753 0.00 0.01 0.00 0.314
H 3.1870 2.4165 1.8229 -0.01 -0.03 0.01 0.434
H 4.2631 -2.4872 2.1483 -0.01 -0.01 0.00 0.368
H -2.3137 -0.0179 3.0975 0.00 0.00 0.00 0.426
H -6.7455 -4.2548 -0.4849 0.01 0.00 0.01 0.305
H 3.6403 -0.6175 5.9389 0.00 0.00 0.00 0.414
H 0.7536 -4.1498 0.2052 -0.01 0.02 0.01 0.354
H -4.7590 -2.9479 2.8367 0.02 0.00 0.00 0.347
H -2.7608 -3.0558 -2.8361 0.03 0.01 0.00 0.222
H 4.2386 2.9562 0.5371 0.01 -0.02 0.01 0.649
H 3.7546 -3.1306 -0.0313 0.00 0.00 0.00 0.529
H -4.2165 -0.7791 -1.1217 -0.03 -0.01 0.01 0.225
H -5.3063 -5.9490 2.5852 0.00 0.00 0.00 0.531
H -2.0448 0.2878 -1.6589 0.00 -0.03 -0.01 -0.779
H 1.5926 5.2683 -1.4981 0.03 -0.03 -0.01 0.350
H 2.0501 -0.7371 -3.3510 0.00 0.01 0.00 0.178
H 2.8628 -2.5857 -1.4614 -0.02 0.00 0.01 0.368
H -2.1278 0.9174 -3.3192 0.01 0.01 0.01 0.580
H -3.8704 -6.6932 -0.7556 0.00 0.00 -0.01 0.345
H -0.7313 2.6143 3.0138 0.01 -0.03 -0.01 0.668
H 0.5254 4.4814 2.6307 0.11 0.24 -0.03 0.368
H -1.2477 -0.2199 4.5154 -0.01 -0.01 0.00 0.631
H 1.8380 -4.1164 1.6233 0.00 -0.02 -0.01 0.673
H -1.4106 -1.5288 3.3174 0.01 0.00 -0.01 0.157
H -6.3097 -2.5953 1.4397 0.01 0.01 0.00 0.358
H -1.8254 -5.0670 1.7227 0.00 0.00 0.00 0.133
H -0.9461 0.6100 -5.5668 0.00 0.00 0.00 0.287
H -6.6717 -1.1957 0.4410 0.00 0.00 0.00 0.612
H 0.3095 2.0208 4.3256 0.00 0.00 0.01 0.607
H -4.3139 -3.8394 -3.1654 0.00 0.01 0.01 0.318
H -2.8040 -6.3775 1.0454 -0.01 0.00 0.01 0.338
H -5.0764 -5.8419 -1.7225 0.00 0.00 0.00 0.320
H 1.2766 2.5704 -2.1847 0.01 0.02 0.01 0.171
H 1.6530 -1.6563 -4.8165 0.00 0.00 0.00 0.385
H 0.3558 4.3192 -0.6518 0.08 0.09 0.00 -0.009
H -5.8846 -0.8516 -1.6850 -0.01 0.00 -0.01 0.556
H 0.1675 -3.5033 1.7441 0.01 0.01 0.02 0.128
H 1.0309 2.6110 2.8117 -0.06 -0.22 0.06 -0.365
H 4.4556 5.7264 -0.2053 -0.01 -0.01 0.00 0.375
H -3.9506 -4.2390 3.7162 -0.01 0.00 0.00 0.577
H -2.8140 -4.6261 -3.6415 -0.01 0.00 0.00 0.608
H -5.1109 -1.3038 1.2548 0.00 0.01 -0.01 0.276
H -6.1510 -4.7282 1.6440 0.00 -0.01 0.00 0.320
H -4.6544 -1.8189 -2.4853 0.01 -0.01 0.00 0.309
H 3.8724 -1.4318 -0.5690 0.00 0.00 0.00 0.370
H 3.6497 6.8936 0.8477 -0.01 0.00 0.00 0.386
H 1.9543 0.0869 -4.9226 0.00 0.00 0.00 0.351
H 2.6876 1.6572 -2.7948 -0.02 -0.02 0.01 0.321
H 0.6065 6.0156 -0.2441 0.00 0.01 0.00 0.432
H -5.3769 -6.0923 0.8319 0.00 0.01 0.00 0.309
H -7.3225 -2.8071 -1.3025 0.00 0.00 0.00 0.530
H -0.2275 -0.9264 -6.0616 0.00 0.00 0.00 0.349
H 2.0959 4.6624 3.4362 0.00 -0.02 0.01 0.384
H -2.8733 -6.0284 2.7662 0.00 0.00 0.00 0.621
H 1.3172 6.0538 2.6805 0.04 0.02 0.00 0.431
H -2.9992 -3.0517 2.8245 -0.01 -0.02 0.00 0.230
```
Forces are in eV/Å.

ΔE to the lowest compared entry with this formula, charge and spin (kJ/mol): 28.6
E_HOMO (spin up / spin down) (eV): -10.31 / -10.76
DFT total energy (Ha): -14771.545114
Lowest unoccupied orbital energy (spin up / spin down) (eV): -1.860 / -1.693
Total charge: +1
Spin multiplicity: 2
M (g/mol): 986.0
Expectation value of S²: 0.789

Record 3
Formula: C5H13N2O
Source: the OMol25 dataset
Level of theory: the ωB97M-V functional and the def2-TZVPD basis

The geometry in XYZ format:
```
21
Properties=species:S:1:pos:R:3:forces:R:3:nbo_charge:R:1
O -0.8340 -2.1294 -1.0826 0.03 -0.34 0.01 -0.619
N -1.5467 -1.8928 1.0449 -0.91 -0.72 -0.09 -0.790
N 1.3522 -0.9764 -0.9139 0.30 0.85 0.62 -0.695
C 0.4694 -0.6092 0.2733 -1.09 -1.85 -0.54 -0.124
C 0.7414 1.8281 1.0061 1.83 1.59 -0.03 -0.648
C -0.6619 1.2576 -1.1372 0.63 0.24 1.59 -0.611
C -0.7290 -1.6475 0.0289 1.14 1.29 0.53 0.671
C -0.0715 0.7942 0.2825 -1.61 0.57 -1.23 -0.262
H -1.5468 -1.5322 1.9877 0.42 0.17 -0.30 0.427
H 1.0077 -0.8504 1.1888 0.09 -0.04 -0.07 0.241
H 1.1712 -0.3331 -1.6863 0.28 0.21 0.08 0.445
H 0.1754 2.5371 1.6130 -0.29 -0.62 0.31 0.249
H 2.3401 -0.9726 -0.6473 -0.17 -0.07 -0.36 0.445
H -1.0319 0.7456 0.8045 0.41 -0.44 0.54 0.242
H -0.3762 2.3039 -1.2174 -0.15 -0.01 -0.43 0.240
H 1.6093 1.4621 1.5668 -0.57 -0.42 0.44 0.223
H 1.0064 -1.8777 -1.2757 0.01 -0.22 0.06 0.474
H 1.2787 2.5617 0.3905 -0.25 -0.36 -0.77 0.230
H -0.3462 0.7081 -2.0206 -0.02 -0.04 -0.05 0.195
H -2.2686 -2.5698 0.8170 0.00 0.20 0.25 0.429
H -1.7388 1.1928 -1.0229 -0.08 0.01 -0.57 0.238
```
Forces are in eV/Å.

ΔE to the lowest compared entry with this formula, charge and spin (kJ/mol): 93.3
E_HOMO (eV): -14.72
DFT total energy (Ha): -382.826106
Lowest unoccupied orbital energy (eV): -3.238
SMILES: CC(C)[C@H]([NH3+])C(N)=O
Total charge: +1
M (g/mol): 117.2

- Which value of ΔE to the lowest compared entry with this formula, charge and spin does entry 3 give?
  93.3 kJ/mol